Record 1
114
Properties=species:S:1:pos:R:3:forces:R:3:mulliken_charge:R:1 method="wB97M-V/def2-TZVPD" de_lowest_kj_mol=41.0 charge=-2 e_tot_ha=-8277.4469 e_lumo_ev=2.950 homo_lumo_gap_ev=6.1
Cs -0.066 0.904 -0.420 -0.229 -0.698 -0.561 1.29
C 2.939 -5.470 -0.124 0.012 0.015 0.001 -1.33
C 2.893 -4.047 0.328 -0.020 -0.002 -0.011 0.66
C 3.946 -3.241 0.695 0.009 -0.021 -0.051 -1.39
C 3.355 -1.993 0.973 0.039 0.018 0.039 0.44
N 2.041 -2.049 0.806 -0.036 0.003 0.006 -0.43
N 1.761 -3.306 0.410 -0.048 -0.012 0.024 0.79
B 0.339 -3.785 0.049 0.038 0.065 0.077 -1.30
N -0.266 -2.940 -1.090 -0.002 0.024 -0.029 2.36
N 0.483 -2.087 -1.817 0.087 0.022 -0.060 -1.10
C -0.236 -1.779 -2.892 -0.080 0.025 -0.007 -0.02
C -1.472 -2.455 -2.869 -0.043 0.085 -0.050 -0.94
C -1.452 -3.183 -1.706 0.039 -0.015 0.126 0.00
C -2.490 -4.101 -1.153 -0.006 0.032 -0.025 -0.85
C 0.267 -0.831 -3.903 0.023 -0.012 0.011 0.62
C -0.490 -0.543 -5.039 0.000 0.001 -0.004 -0.47
C -0.018 0.343 -5.994 0.005 0.007 -0.016 -0.80
C 1.214 0.963 -5.831 -0.005 0.001 0.010 -0.48
C 1.967 0.697 -4.696 -0.008 0.029 0.023 -0.73
C 1.498 -0.193 -3.742 0.017 -0.059 0.035 -0.23
N -0.629 -3.831 1.270 0.010 -0.100 -0.010 1.03
N -1.199 -2.731 1.804 -0.032 0.013 -0.080 -0.70
C -2.102 -3.169 2.671 -0.009 0.022 0.033 -0.03
C -2.119 -4.575 2.715 -0.024 -0.024 -0.004 -1.38
C -1.159 -4.958 1.806 0.017 0.031 0.019 0.76
C -0.745 -6.347 1.445 0.011 0.019 0.023 -1.41
C -2.912 -2.254 3.491 0.088 0.031 0.035 0.74
C -4.242 -2.545 3.791 -0.026 0.015 -0.031 -0.71
C -4.983 -1.706 4.609 -0.031 -0.012 0.000 -0.66
C -4.402 -0.569 5.155 0.015 0.019 -0.004 -0.59
C -3.077 -0.273 4.863 -0.012 -0.017 0.006 -0.50
C -2.342 -1.102 4.030 0.023 -0.076 0.000 -0.10
C 4.034 -0.732 1.317 -0.031 -0.001 -0.024 0.35
C 3.328 0.468 1.294 0.000 -0.083 0.024 0.03
C 3.956 1.676 1.536 0.013 0.043 0.061 0.00
C 5.315 1.707 1.825 -0.005 -0.035 -0.006 -0.64
C 6.029 0.517 1.866 -0.004 0.012 -0.005 -0.54
C 5.396 -0.691 1.610 0.019 -0.012 0.024 -0.78
H 3.980 -5.796 -0.157 -0.002 -0.008 0.007 0.38
H 2.508 -5.585 -1.118 0.006 -0.005 -0.005 0.29
H 2.392 -6.133 0.547 -0.004 -0.003 -0.003 0.13
H 4.988 -3.514 0.711 0.006 0.001 -0.006 0.36
H 0.434 -4.927 -0.327 0.036 -0.010 0.005 -0.21
H -2.283 -2.406 -3.575 -0.001 -0.002 -0.002 0.37
H -3.369 -4.082 -1.797 0.006 -0.020 -0.011 0.41
H -2.786 -3.805 -0.145 -0.036 0.005 -0.012 0.05
H -2.120 -5.129 -1.101 -0.010 0.003 0.002 0.09
H -1.463 -1.000 -5.166 -0.002 -0.001 -0.004 0.34
H -0.626 0.560 -6.865 -0.003 -0.004 0.000 0.38
H 1.578 1.667 -6.570 -0.003 0.002 -0.002 0.41
H 2.910 1.204 -4.537 -0.003 -0.006 0.007 0.50
H 2.084 -0.402 -2.856 0.008 0.005 0.004 0.64
H -2.718 -5.216 3.341 -0.010 -0.001 -0.005 0.51
H -1.294 -7.052 2.070 0.002 -0.007 -0.003 0.39
H 0.323 -6.501 1.608 -0.003 -0.011 -0.014 0.11
H -0.952 -6.572 0.399 0.003 -0.011 0.004 0.25
H -4.699 -3.426 3.358 0.005 -0.003 -0.001 0.44
H -6.021 -1.937 4.819 -0.003 -0.005 -0.006 0.38
H -4.980 0.081 5.802 0.008 0.009 0.004 0.44
H -2.610 0.607 5.290 -0.001 0.013 0.001 0.47
H -1.311 -0.883 3.784 -0.008 0.013 0.018 0.51
H 2.276 0.420 1.068 0.011 0.121 0.041 -0.14
H 3.374 2.585 1.481 -0.010 -0.001 -0.002 0.35
H 5.816 2.651 2.005 -0.005 0.005 -0.002 0.41
H 7.090 0.529 2.088 0.003 -0.003 -0.002 0.35
H 5.967 -1.611 1.634 -0.008 -0.007 0.001 0.30
Br -2.454 4.610 6.170 0.001 -0.004 -0.007 -0.19
C -2.052 3.383 4.778 0.026 0.013 0.038 -0.19
C -0.801 2.798 4.720 -0.047 0.004 -0.029 -0.71
C -0.556 1.944 3.653 0.031 0.058 0.002 -0.42
N -1.461 1.642 2.732 -0.010 -0.069 -0.015 0.67
C -2.671 2.179 2.829 -0.016 0.018 0.007 0.59
C -3.011 3.090 3.833 -0.005 0.008 -0.053 -0.60
C -3.680 1.743 1.821 0.021 -0.066 0.048 -0.13
C -5.021 1.658 2.170 -0.002 -0.031 0.006 -0.53
C -5.906 1.221 1.200 -0.030 0.004 0.013 -0.13
Br -7.748 1.069 1.636 0.020 -0.005 -0.007 -0.23
C -5.460 0.892 -0.060 0.026 -0.004 0.020 -0.66
C -4.092 1.009 -0.303 -0.007 -0.091 -0.028 -0.39
N -3.220 1.412 0.614 0.039 0.164 -0.008 0.04
H -0.039 3.010 5.457 0.009 -0.001 0.000 0.51
H 0.421 1.493 3.529 0.000 -0.013 0.008 0.34
H -3.987 3.552 3.864 -0.001 -0.003 0.002 0.68
H -5.359 1.878 3.172 0.000 -0.003 0.002 0.39
H -6.123 0.544 -0.838 0.003 -0.002 -0.007 0.52
H -3.708 0.757 -1.288 -0.001 0.017 -0.001 0.58
C -0.234 5.211 2.033 0.067 -0.112 -0.043 -0.86
S 0.554 4.241 0.720 0.091 0.260 -0.088 0.61
C 2.146 5.062 0.802 -0.050 -0.036 -0.114 -1.09
O 0.774 2.893 1.325 0.189 0.348 0.503 -0.59
H -0.271 6.256 1.725 -0.024 0.018 0.009 0.50
H 0.328 5.093 2.960 0.002 0.020 -0.003 0.25
H -1.244 4.823 2.159 -0.010 0.008 0.010 0.14
H 2.060 6.079 0.418 -0.046 0.016 0.019 0.43
H 2.781 4.479 0.134 0.026 0.033 0.018 0.13
H 2.489 5.050 1.837 0.035 -0.012 -0.007 0.36
N -5.537 -3.457 -4.164 -0.027 -0.012 0.009 -0.67
C -5.121 -2.411 -4.457 0.027 0.011 -0.014 0.66
N -4.689 -1.248 -4.896 0.137 -0.011 -0.080 -0.82
C -4.080 -0.445 -4.060 -0.268 -0.024 0.181 0.57
N -3.557 0.324 -3.358 0.047 0.081 -0.113 -0.72
C 2.010 3.176 -1.777 -0.062 -0.037 0.121 -0.36
C 2.828 3.500 -2.640 -0.013 0.092 -0.015 -0.89
C 3.746 3.882 -3.665 0.038 -0.080 0.043 0.42
C 5.133 3.788 -3.471 0.001 0.014 -0.009 -0.49
C 6.024 4.154 -4.467 0.005 0.004 -0.011 -0.46
C 5.562 4.623 -5.692 0.010 -0.003 0.008 -0.37
C 4.191 4.715 -5.903 0.005 0.003 -0.003 -0.50
C 3.298 4.352 -4.908 -0.027 -0.001 -0.035 -0.29
H 5.494 3.411 -2.522 -0.002 0.000 0.004 0.48
H 7.089 4.065 -4.289 0.001 0.002 -0.005 0.35
H 6.258 4.903 -6.473 0.003 0.000 0.002 0.35
H 3.816 5.070 -6.856 -0.009 -0.002 0.003 0.35
H 2.230 4.413 -5.078 0.000 0.001 0.003 0.45

***

Record 2
113
Properties=species:S:1:pos:R:3:forces:R:3:mulliken_charge:R:1 method="wB97M-V/def2-TZVPD" de_lowest_kj_mol=14.5 charge=-2 e_tot_ha=-6486.0790 e_lumo_ev=2.955 homo_lumo_gap_ev=4.7
Cs 0.324 -0.198 -0.857 -0.247 -0.370 0.220 0.83
C -2.862 -2.012 4.450 0.008 0.000 0.004 -0.45
C -3.773 -1.363 3.625 0.007 -0.001 0.011 -0.81
C -3.375 -0.261 2.884 -0.010 -0.009 -0.012 -0.60
C -2.068 0.226 2.957 -0.033 0.027 0.002 0.33
C -1.162 -0.434 3.784 0.008 -0.001 -0.010 -0.30
C -1.558 -1.542 4.524 0.006 0.003 0.005 -0.46
P -1.600 1.603 1.821 -0.067 -0.011 0.038 0.65
C -2.838 2.875 2.341 0.015 0.009 -0.030 -0.45
C -3.377 2.996 3.621 -0.001 -0.003 0.014 -0.04
C -4.245 4.032 3.934 -0.004 -0.008 0.001 -0.63
C -4.586 4.975 2.971 0.007 0.004 -0.004 -0.44
C -4.053 4.871 1.694 -0.012 -0.004 0.005 -0.54
C -3.193 3.826 1.384 0.002 -0.001 -0.001 -0.45
C -0.045 2.235 2.513 0.122 -0.091 -0.057 0.88
C 0.123 3.463 3.155 -0.080 0.009 0.002 -0.45
C 1.396 3.840 3.564 0.009 0.015 0.005 -0.74
C 2.460 2.968 3.352 -0.011 -0.008 -0.018 -0.57
C 2.247 1.740 2.729 -0.031 0.057 0.040 -1.12
C 0.994 1.317 2.243 0.138 -0.065 -0.084 -0.27
H -3.163 -2.885 5.017 0.001 0.000 0.001 0.36
H -4.791 -1.728 3.544 0.000 0.000 0.001 0.38
H -4.088 0.224 2.225 0.001 -0.001 0.000 0.45
H -0.135 -0.092 3.806 -0.001 -0.001 0.003 0.32
H -0.833 -2.049 5.152 -0.002 -0.002 0.000 0.45
H -3.109 2.270 4.380 0.005 0.000 -0.002 0.40
H -4.654 4.109 4.935 -0.001 0.000 0.001 0.37
H -5.262 5.785 3.217 -0.001 -0.001 0.002 0.34
H -4.312 5.601 0.936 0.000 -0.001 0.001 0.39
H -2.780 3.737 0.384 0.002 0.002 0.001 0.48
H -0.720 4.127 3.331 0.007 0.005 -0.007 0.31
H 1.554 4.800 4.044 0.007 -0.001 -0.001 0.32
H 3.461 3.261 3.659 0.001 -0.006 0.009 0.31
H 3.118 1.098 2.591 0.006 0.003 0.002 0.32
O 0.479 -7.028 4.944 -0.123 0.071 0.070 -0.63
N 0.895 -5.894 4.778 0.292 -0.132 -0.233 0.96
O 1.767 -5.389 5.462 -0.136 0.016 0.096 -0.60
C 0.336 -5.104 3.673 -0.100 0.013 0.084 0.31
C -0.953 -5.355 3.359 0.020 0.018 -0.005 -0.81
C -1.617 -4.583 2.363 0.008 -0.031 0.014 1.30
C -2.964 -4.798 2.020 -0.005 -0.002 -0.002 -0.84
C -3.543 -3.983 1.088 0.014 -0.005 0.011 -0.99
C -2.777 -2.937 0.540 -0.015 -0.009 -0.030 -0.21
N -1.520 -2.719 0.843 0.060 0.011 -0.007 0.83
C -0.927 -3.547 1.715 -0.017 0.024 0.016 -1.10
C 0.493 -3.368 1.979 -0.017 0.004 -0.009 -0.56
N 1.145 -2.492 1.203 0.053 0.015 -0.013 0.73
C 2.432 -2.317 1.380 0.022 0.061 0.048 -0.68
C 3.162 -3.013 2.357 -0.016 0.016 -0.008 -0.99
C 2.515 -3.915 3.159 0.046 0.007 -0.007 -1.00
C 1.134 -4.124 2.981 0.030 0.001 0.045 1.39
H -1.489 -6.130 3.888 -0.009 -0.011 0.013 0.51
H -3.517 -5.599 2.497 -0.001 0.000 0.002 0.38
H -4.571 -4.114 0.780 -0.001 0.002 -0.003 0.47
H -3.214 -2.259 -0.184 -0.002 0.005 -0.004 0.10
H 2.917 -1.602 0.722 0.019 0.028 -0.012 0.49
H 4.223 -2.831 2.467 0.000 -0.004 0.001 0.51
H 3.055 -4.460 3.918 -0.010 0.024 -0.035 0.49
Br -3.297 -0.667 -2.456 0.045 0.066 -0.050 -0.14
C -3.293 -2.239 -3.552 -0.034 0.023 0.021 0.40
C -4.371 -2.407 -4.374 0.003 -0.007 0.000 -0.71
C -4.440 -3.557 -5.192 0.002 -0.003 -0.001 -0.43
C -3.441 -4.484 -5.142 -0.006 0.008 0.000 -0.86
C -2.323 -4.312 -4.285 0.015 -0.004 -0.002 1.02
C -1.295 -5.281 -4.236 -0.015 -0.005 0.002 -0.89
C -0.227 -5.083 -3.403 0.001 0.008 0.011 -0.80
C -0.141 -3.920 -2.605 0.007 -0.020 0.007 -0.58
C -1.089 -2.908 -2.581 -0.114 0.129 0.039 0.21
C -2.204 -3.153 -3.450 0.032 -0.033 -0.038 -0.10
H -5.160 -1.668 -4.395 -0.002 0.000 0.001 0.41
H -5.290 -3.693 -5.850 -0.002 0.000 0.000 0.34
H -3.485 -5.375 -5.763 -0.001 -0.001 0.001 0.29
H -1.372 -6.165 -4.862 0.002 -0.001 0.002 0.27
H 0.565 -5.828 -3.362 0.000 0.001 0.000 0.35
H 0.747 -3.830 -1.977 -0.004 0.002 0.000 0.34
C -2.018 2.964 -4.100 0.021 -0.017 -0.055 -1.10
S -0.633 2.003 -3.467 0.039 0.008 0.054 0.76
C 0.673 2.892 -4.313 0.019 0.002 0.035 -0.66
O -0.537 2.401 -2.028 -0.102 0.205 -0.120 -0.55
H -2.078 2.866 -5.184 0.003 -0.006 0.001 0.37
H -1.879 4.003 -3.801 -0.012 0.003 -0.005 0.30
H -2.915 2.551 -3.642 -0.003 0.004 0.005 0.31
H 0.556 2.767 -5.390 -0.002 0.004 -0.002 0.46
H 1.598 2.418 -3.982 -0.001 -0.007 -0.004 -0.08
H 0.635 3.942 -4.020 -0.008 0.004 -0.008 0.24
C 0.943 5.348 -1.052 0.015 -0.030 0.000 -1.38
C 2.239 4.596 -1.175 0.008 -0.017 0.009 0.15
C 3.224 4.992 -2.073 -0.003 0.005 -0.014 -0.63
C 4.419 4.292 -2.178 -0.015 -0.010 0.009 -0.52
C 4.632 3.192 -1.363 -0.021 -0.019 -0.082 -0.02
C 3.655 2.774 -0.464 0.012 -0.018 -0.025 -0.66
C 2.466 3.473 -0.378 -0.018 0.014 0.018 0.67
S 6.162 2.307 -1.479 0.088 -0.038 -0.006 1.41
O 6.961 2.970 -2.479 0.043 -0.017 0.041 -0.75
O 6.669 2.133 -0.146 -0.011 0.019 0.007 -0.74
N 5.821 0.818 -2.046 -0.197 -0.021 -0.041 -0.28
C 5.352 0.723 -3.442 -0.083 0.060 0.087 -0.24
C 4.362 -0.436 -3.551 0.054 0.001 0.018 -1.08
C 3.128 -0.115 -2.693 0.274 0.206 -0.069 0.81
O 3.289 -0.273 -1.447 0.008 -0.108 -0.077 -0.55
O 2.133 0.355 -3.278 -0.019 -0.008 0.083 -0.73
H 0.887 6.160 -1.780 -0.011 -0.005 0.001 0.33
H 0.841 5.775 -0.051 -0.014 -0.012 0.005 0.43
H 0.105 4.665 -1.208 -0.015 -0.011 -0.006 0.12
H 3.057 5.859 -2.703 -0.005 -0.002 0.003 0.27
H 5.191 4.592 -2.873 0.002 0.004 -0.002 0.50
H 3.810 1.904 0.161 -0.005 -0.003 0.006 0.38
H 1.707 3.140 0.322 -0.006 -0.011 0.011 0.27
H 5.131 0.351 -1.438 0.071 0.028 0.039 0.21
H 6.209 0.577 -4.099 0.032 0.015 0.028 0.38
H 4.852 1.651 -3.743 -0.011 -0.022 -0.054 0.19
H 4.837 -1.346 -3.177 -0.001 -0.029 -0.067 0.27
H 4.074 -0.567 -4.593 -0.016 -0.006 0.009 0.36